Record 1
{"formula": "C5H14", "method": "ωB97M-V/def2-TZVPD", "elements": ["C", "C", "C", "H", "H", "H", "H", "H", "H", "H", "H", "C", "C", "H", "H", "H", "H", "H", "H"], "positions_angstrom": [[0.977, -0.062, 1.518], [2.310, 0.420, 0.930], [0.649, -1.515, 1.234], [0.926, 0.333, 2.540], [0.134, 0.471, 1.084], [2.264, 0.366, -0.157], [3.117, -0.223, 1.289], [0.894, -1.652, 0.177], [1.213, -2.312, 1.726], [2.535, 1.422, 1.295], [-0.410, -1.691, 1.393], [-2.343, 0.938, -2.089], [-1.335, 0.218, -1.175], [-3.163, 0.252, -2.294], [-2.692, 1.863, -1.633], [-1.847, 1.194, -3.028], [-0.603, -0.383, -1.726], [-1.810, -0.555, -0.561], [-0.820, 0.915, -0.521]], "mulliken_spin": [-0.314, 0.655, 0.838, -0.217, -0.001, -0.321, -0.052, -0.156, -0.243, -0.072, -0.268, -0.024, 1.901, -0.349, -0.309, -0.083, -0.006, -0.155, 0.176], "relative_energy_ev": 0.310, "charge": -1, "fmax_ev_per_a": 0.95, "multiplicity": 2}



Record 2
{"formula": "C5H15NO2", "method": "ωB97M-V/def2-TZVPD", "elements": ["C", "C", "N", "C", "C", "C", "H", "H", "H", "H", "H", "H", "H", "H", "H", "H", "H", "O", "H", "H", "O", "H", "H"], "positions_angstrom": [[0.531, 1.771, -2.071], [0.072, 0.608, -1.634], [0.371, -0.624, -2.159], [-1.040, 0.607, -0.559], [-0.621, 1.039, 0.825], [-1.690, 1.460, 1.808], [0.222, 2.754, -1.752], [1.359, 1.805, -2.784], [0.455, -1.395, -1.524], [1.003, -0.642, -2.945], [-1.499, -0.360, -0.570], [-1.750, 1.263, -1.052], [0.037, 1.897, 0.660], [0.125, 0.355, 1.237], [-2.235, 2.306, 1.382], [-1.243, 1.844, 2.726], [-2.457, 0.712, 2.031], [1.618, -3.231, -3.340], [0.684, -3.271, -3.556], [2.079, -3.872, -3.884], [1.655, -1.494, 5.565], [1.551, -1.939, 6.412], [0.775, -1.592, 5.183]], "nbo_charge": [-0.550, 0.217, -0.823, -0.442, -0.401, -0.603, 0.203, 0.189, 0.383, 0.389, 0.198, 0.220, 0.207, 0.198, 0.202, 0.213, 0.200, -0.950, 0.476, 0.477, -0.930, 0.465, 0.465], "relative_energy_ev": 1.296, "charge": 0, "smiles": "C=C(N)CCC.O.O", "fmax_ev_per_a": 1.75, "multiplicity": 1}



Record 3
{"formula": "C14H11Cl3N4O2RhS2", "method": "ωB97M-V/def2-TZVPD", "elements": ["Rh", "Cl", "C", "C", "C", "Cl", "C", "O", "C", "Cl", "C", "H", "H", "N", "C", "N", "C", "C", "S", "C", "C", "S", "C", "N", "N", "H", "H", "H", "H", "H", "H", "C", "C", "O", "H", "H", "H"], "positions_angstrom": [[-0.223, -0.070, 0.256], [-5.965, -3.363, 0.541], [-4.342, -2.894, 0.165], [-4.166, -1.543, -0.079], [-2.879, -1.016, -0.575], [-2.713, 0.763, -0.596], [-1.238, -2.724, 0.292], [0.023, -2.570, 0.213], [-2.010, -3.874, 0.082], [-1.142, -5.344, -0.136], [-3.412, -3.945, 0.109], [-4.971, -0.859, 0.130], [-3.824, -4.944, 0.120], [2.665, -2.478, 0.124], [2.914, -1.184, 0.095], [2.030, -0.211, 0.083], [2.637, 1.021, 0.061], [4.008, 0.993, 0.042], [4.589, -0.614, 0.061], [1.826, 2.209, 0.069], [2.276, 3.498, -0.010], [0.975, 4.610, 0.047], [-0.132, 3.250, 0.192], [0.460, 2.081, 0.173], [-1.436, 3.468, 0.320], [1.696, -2.788, 0.192], [3.416, -3.145, 0.132], [4.691, 1.816, 0.027], [3.283, 3.846, -0.100], [-1.801, 4.405, 0.300], [-2.060, 2.694, 0.490], [-2.477, -1.491, -1.966], [-1.876, -1.409, 0.510], [-1.670, -0.716, 1.524], [-2.543, -2.573, -2.032], [-1.450, -1.178, -2.180], [-3.148, -1.059, -2.705]], "mulliken_spin": [1.789, 0.003, -0.094, 0.291, -0.032, 0.050, 0.210, 0.299, -0.057, -0.004, 0.325, 0.020, 0.020, 0.143, 0.050, 0.039, 0.056, 0.267, 0.105, 0.019, 0.219, 0.054, 0.049, 0.030, 0.053, -0.018, -0.009, 0.002, 0.004, -0.002, -0.004, 0.038, 0.052, 0.040, -0.002, -0.002, -0.001], "relative_energy_ev": 1.548, "charge": 1, "fmax_ev_per_a": 2.09, "multiplicity": 5}



Record 4
{"formula": "C3H3NO4", "method": "ωB97M-V/def2-TZVPD", "elements": ["C", "C", "C", "H", "H", "H", "N", "O", "O", "O", "O"], "positions_angstrom": [[0.797, 0.354, 0.961], [0.334, 0.369, -1.245], [-1.354, -0.703, -0.831], [1.337, 0.293, -1.774], [-0.087, 1.255, -0.895], [-2.121, -1.294, -1.119], [-1.343, -0.671, 0.394], [1.622, 0.987, 1.767], [1.133, -0.266, -0.175], [-0.725, -0.344, -1.932], [-0.579, 0.163, 1.304]], "nbo_charge": [0.944, 0.144, 0.319, 0.247, 0.189, 0.190, -0.171, -0.562, -0.510, -0.427, -0.364], "relative_energy_ev": 6.057, "charge": 0, "fmax_ev_per_a": 7.97, "multiplicity": 1}



Among the records above, which one has the highest multiplicity?
C14H11Cl3N4O2RhS2